The following is a DFT calculation (the ωB97M-V functional and the def2-TZVPD basis) of a molecular structure, C43H71GeN3P2RhSSi4 in a non-equilibrium geometry.

Geometry as XYZ:
```
126
Properties=species:S:1:pos:R:3:forces:R:3:lowdin_spin:R:1
Rh -0.007 0.386 0.127 1.468 -0.192 0.877 0.006
Ge 1.263 0.291 -2.441 -0.168 -0.329 0.454 -0.001
S -1.737 4.663 -1.244 -0.067 0.243 -0.027 0.000
P -1.223 0.857 2.372 -0.072 -0.866 -0.449 0.014
P -1.995 -0.803 -0.326 -0.844 -0.112 -0.580 0.016
Si -0.185 0.568 -4.409 -0.752 0.268 -0.290 0.000
Si 1.989 1.396 0.948 0.371 0.556 -0.468 0.001
Si 2.632 -1.643 -3.000 0.395 -0.632 0.114 0.000
Si 2.859 1.952 -3.258 0.335 0.790 -0.047 0.000
N -0.702 2.131 -0.674 -0.422 0.590 0.061 0.001
N -4.159 -1.659 1.060 -0.101 -0.025 -0.172 0.240
N -3.356 -0.427 3.478 0.154 0.157 0.218 0.232
C -1.366 2.024 -4.115 0.158 -0.063 0.172 0.000
C -0.415 0.410 3.949 0.178 0.124 -0.231 0.003
C -3.125 0.107 -1.451 0.018 -0.074 0.133 0.007
C -5.331 -1.275 4.539 -0.084 -0.100 -0.018 0.063
C -0.869 -2.566 -2.060 0.014 0.001 0.143 0.000
C 2.900 0.616 3.571 0.024 0.019 -0.089 0.000
C -1.135 3.190 -0.897 0.244 -0.279 -0.145 0.000
C -2.113 2.469 2.795 0.328 0.235 -0.625 0.004
C -3.028 -0.932 1.163 0.118 0.007 0.145 0.084
C 3.319 0.821 4.878 0.017 -0.019 0.027 0.000
C -4.512 -1.146 3.408 -0.049 -0.033 -0.119 0.022
C -1.083 3.590 2.619 -0.002 -0.071 -0.008 0.000
C 2.519 -2.199 -4.817 -0.195 0.330 -0.027 0.000
C 4.496 -1.366 -2.712 -0.091 0.327 0.044 0.000
C -6.124 -2.484 2.157 -0.054 0.001 0.137 0.064
C 2.747 -3.772 2.735 -0.151 0.121 0.060 0.000
C 0.581 0.993 -6.105 0.439 -0.069 0.211 0.000
C 0.155 -2.763 2.679 -0.298 0.013 0.042 0.004
C 4.370 2.446 -2.210 -0.076 -0.280 0.182 0.000
C 2.372 -3.232 -1.990 -0.189 0.168 0.051 0.000
C 2.601 3.104 4.741 -0.003 0.006 0.042 0.000
C 2.187 2.890 3.431 0.209 0.004 -0.067 0.000
C -6.515 -1.998 4.483 0.030 0.044 0.103 0.057
C -4.923 -1.760 2.186 0.091 0.061 0.040 0.021
C -1.320 -0.876 -4.946 0.187 -0.159 0.175 0.000
C -2.023 -2.538 -1.065 0.155 -0.008 0.133 0.002
C -6.910 -2.604 3.295 0.007 -0.046 -0.105 0.055
C 3.614 0.566 0.407 -0.212 -0.121 0.158 0.000
C -1.737 -3.568 0.028 -0.095 0.130 0.013 0.001
C -3.235 2.645 1.768 -0.027 -0.178 0.007 0.003
C 2.440 -2.782 1.830 0.258 0.035 0.101 0.001
C 2.347 1.651 2.808 -0.162 -0.184 -0.003 0.000
C -3.340 -2.889 -1.761 0.033 0.057 0.004 0.000
C -2.689 2.518 4.209 0.138 -0.140 0.027 0.002
C 2.101 3.179 0.280 -0.139 -0.130 0.210 0.000
C 1.975 3.608 -3.585 -0.226 -0.214 0.116 0.000
C 1.121 -2.192 1.773 0.839 0.558 -0.255 0.000
C 3.182 2.072 5.465 -0.037 0.020 -0.025 0.000
C 0.498 -3.768 3.553 0.180 0.002 -0.181 0.000
C 1.794 -4.287 3.615 0.053 -0.173 0.136 0.002
C 3.731 1.553 -4.912 -0.247 -0.471 0.043 0.000
C -2.642 -0.311 2.342 0.051 -0.094 -0.138 0.085
C 0.836 -1.186 0.906 -1.385 -0.110 -0.019 -0.003
H 1.235 0.193 -6.463 -0.028 0.018 -0.048 0.000
H 3.063 1.096 -5.642 0.099 0.040 -0.013 0.000
H -7.129 -2.091 5.372 -0.009 -0.004 -0.010 0.003
H 1.509 3.621 -4.574 -0.001 0.001 0.014 0.000
H 2.180 -2.999 -0.939 -0.004 -0.052 0.004 0.000
H -0.826 -3.536 -2.567 -0.035 -0.004 -0.014 0.000
H 5.023 1.593 -2.013 0.019 0.037 -0.032 0.000
H -1.624 -4.556 -0.431 0.017 0.006 -0.026 0.000
H 4.087 2.864 -1.246 0.079 0.007 -0.036 0.000
H 1.746 3.712 2.880 0.137 0.007 -0.002 0.000
H 3.199 -2.416 1.149 -0.003 -0.083 0.008 0.000
H -2.554 -3.614 0.749 0.013 -0.012 0.023 0.000
H 3.759 0.004 5.438 -0.026 -0.017 -0.009 0.000
H 3.531 2.246 6.476 -0.038 -0.024 0.019 0.000
H -1.897 2.585 4.959 -0.002 -0.013 0.005 0.000
H 2.479 4.082 5.194 -0.010 0.005 -0.007 0.000
H -4.126 -0.319 -1.397 -0.009 -0.008 -0.035 0.001
H -5.015 -0.799 5.460 0.058 0.013 -0.025 0.001
H 4.872 -0.453 -3.176 0.036 -0.030 0.015 0.000
H 1.534 -3.831 -2.348 0.035 0.006 -0.006 0.000
H -7.831 -3.175 3.255 -0.009 0.015 0.010 0.003
H -3.307 -3.945 -2.050 0.039 0.013 -0.041 0.000
H -1.540 4.558 2.844 -0.029 0.006 -0.012 0.000
H 3.760 -4.161 2.761 0.011 -0.001 -0.076 0.000
H -4.180 -2.740 -1.086 -0.047 -0.004 -0.007 0.000
H 2.928 -1.435 -5.485 -0.004 -0.017 -0.007 0.000
H 2.674 4.446 -3.528 0.070 -0.036 -0.023 0.000
H -3.683 3.637 1.867 0.045 0.023 0.017 0.000
H 5.069 -2.207 -3.111 -0.085 -0.061 -0.027 0.000
H -1.656 -0.707 -5.973 0.034 0.134 -0.002 0.000
H 2.054 3.178 -0.808 -0.082 0.039 0.040 0.000
H -0.875 2.969 -4.360 -0.013 0.006 0.038 0.000
H 3.005 -0.370 3.129 0.022 -0.021 0.048 0.000
H 0.280 -0.410 3.770 -0.038 -0.016 0.014 0.000
H -4.015 1.894 1.908 -0.024 0.020 0.036 0.000
H -6.417 -2.952 1.225 0.036 0.022 -0.028 0.001
H -3.156 1.149 -1.130 0.026 0.011 -0.036 0.000
H 1.164 1.915 -6.081 -0.043 -0.012 -0.031 0.000
H 0.148 1.262 4.334 -0.048 -0.053 0.037 0.000
H 3.274 -3.849 -2.037 0.048 0.052 -0.064 0.000
H -0.797 -1.835 -4.923 -0.060 -0.016 -0.068 0.000
H 1.264 3.788 0.631 0.028 0.007 -0.044 0.000
H 4.470 1.184 0.694 0.002 0.013 -0.007 0.000
H 3.638 0.408 -0.670 -0.022 0.008 0.049 0.000
H 3.033 3.659 0.597 0.010 -0.006 -0.007 0.000
H -0.711 3.617 1.593 -0.023 0.062 0.053 0.000
H -3.313 3.414 4.296 0.041 0.033 -0.023 0.001
H -0.221 1.122 -6.836 -0.121 -0.021 0.105 0.000
H 1.181 3.786 -2.854 -0.001 0.065 -0.035 0.000
H -0.815 -3.331 0.553 0.022 -0.096 -0.024 0.001
H -2.851 2.549 0.752 -0.059 0.064 0.025 0.001
H 0.068 -2.398 -1.530 -0.051 -0.022 -0.020 0.000
H -1.188 0.101 4.651 -0.053 0.012 -0.022 0.000
H 4.134 2.470 -5.351 -0.038 0.085 0.100 0.000
H -3.293 1.638 4.415 -0.048 0.004 0.046 0.000
H -2.209 -0.977 -4.321 0.015 0.000 -0.003 0.000
H 1.481 -2.369 -5.113 0.013 -0.028 -0.008 0.000
H 4.952 3.198 -2.751 -0.074 0.005 -0.114 0.000
H -2.744 0.072 -2.472 -0.030 0.029 0.013 0.000
H 3.728 -0.410 0.888 0.003 0.050 -0.021 0.000
H 2.047 -5.081 4.307 -0.009 0.025 0.020 0.000
H -2.268 1.942 -4.729 0.035 -0.058 -0.075 0.000
H -1.673 2.093 -3.071 -0.030 0.002 -0.105 0.000
H -0.263 -4.157 4.221 -0.062 0.027 -0.039 0.000
H -3.492 -2.300 -2.668 -0.008 0.000 0.004 0.000
H 4.560 0.860 -4.760 0.032 0.045 -0.002 0.000
H -0.232 3.449 3.290 -0.173 0.026 0.013 0.000
H -0.975 -1.788 -2.810 0.029 -0.018 0.006 0.000
H -0.863 -2.396 2.646 0.009 0.038 0.103 0.003
H 4.706 -1.294 -1.641 0.002 -0.033 -0.014 0.000
H 3.074 -3.127 -4.981 0.040 -0.007 0.093 0.000
```
Positions in Å, forces in eV/Å.

Summary:
highest occupied orbital energy (spin up / spin down): -0.02942 / -0.03331 Eh
DFT total energy: -170666.0644 eV
spin multiplicity: 2
maximum force: 1.7 eV/A
<S²>: 0.770
charge: -2